C38H34BaFN6O6SSi | ωB97M-V/def2-TZVPD

Its energy above the lowest of the compared OMol25 structures with the same formula, charge and spin is 0.000 eV. As for the HOMO-LUMO gap: 6.000 eV. The calculation puts the calculated total energy at -83312.83020 eV. As for the total charge: -1. Its HOMO energy is -4.83 eV.

Last column: Löwdin charge in e.
Geometry (Å):
Ba (-5.8912, -18.6635, 10.8714)  1.9908
S (1.3184, -17.8176, 15.1661)  0.9837
N (0.1785, -18.9259, 15.1915)  -0.2351
C (-0.6642, -18.6404, 14.2192)  -0.3158
C (-1.7971, -19.4313, 13.9004)  -0.0984
C (-2.2432, -20.4454, 14.7572)  -0.0126
C (-3.4023, -21.0456, 14.4862)  -0.0124
C (-4.1222, -20.5961, 13.3303)  -0.0945
N (-3.6834, -19.6829, 12.4817)  0.0383
C (-2.5217, -19.0730, 12.7514)  -0.1629
C (-2.0556, -18.0337, 11.8528)  -0.1458
N (-2.8202, -17.8417, 10.7536)  0.1058
C (-2.5197, -16.8090, 10.0083)  -0.1293
C (-1.4420, -15.9499, 10.2246)  -0.0409
C (-0.6587, -16.1079, 11.3462)  0.0088
C (-0.9519, -17.2141, 12.1944)  -0.0752
C (-0.2080, -17.5781, 13.3991)  -0.3308
N (0.8961, -17.0206, 13.8005)  -0.1984
H (-1.5708, -20.6450, 15.5638)  0.1099
H (-3.8499, -21.7933, 15.1087)  0.1052
H (-5.0660, -21.0004, 13.0916)  0.0457
H (-3.1260, -16.6939, 9.1555)  0.1093
H (-1.2299, -15.1372, 9.5231)  0.1160
H (0.2035, -15.4808, 11.5780)  0.1172
O (-7.7373, -19.0255, 8.8993)  -0.1456
C (-7.8792, -19.4750, 7.7618)  -0.2044
C (-6.7726, -19.8959, 6.9328)  -0.0957
C (-6.9861, -20.3858, 5.6195)  0.0396
C (-5.9894, -20.7949, 4.7497)  -0.1760
C (-4.6759, -20.7727, 5.2515)  -0.0134
C (-4.4251, -20.3069, 6.5109)  -0.0181
C (-5.3741, -19.8510, 7.4351)  -0.3988
O (-5.1417, -19.5435, 8.6164)  -0.2591
N (-6.2176, -21.3985, 3.4564)  -0.3646
O (-7.3609, -21.3832, 3.0303)  0.0472
O (-5.2593, -21.9005, 2.8556)  0.0292
H (-8.9189, -19.6167, 7.3502)  0.1355
H (-7.9990, -20.5007, 5.3066)  0.1085
H (-3.8734, -20.9996, 4.5438)  0.1190
H (-3.3684, -20.3816, 6.7939)  0.1183
C (-6.3581, -14.7458, 13.9804)  -0.1877
Si (-5.0135, -15.9419, 13.5734)  0.3198
C (-5.3724, -17.6150, 14.4440)  -0.1555
C (-3.4939, -15.0852, 14.2531)  -0.1685
N (-5.1626, -16.2502, 11.9221)  -0.2264
C (-4.9935, -15.2056, 11.0788)  -0.3801
C (-4.0347, -14.1215, 11.1627)  -0.0484
C (-3.9012, -13.1342, 10.1863)  -0.1307
C (-4.6970, -13.1150, 9.0599)  -0.1137
C (-5.6332, -14.1515, 8.9467)  -0.0288
C (-5.6981, -15.0877, 9.9112)  -0.2839
F (-6.5185, -16.1167, 9.5847)  -0.0319
H (-6.5365, -14.6345, 15.0655)  0.0264
H (-7.3224, -14.9543, 13.4325)  0.0539
H (-6.1043, -13.7005, 13.7670)  0.0241
H (-5.8541, -17.3272, 15.4166)  0.0453
H (-4.4358, -18.1284, 14.5638)  -0.0043
H (-6.1254, -18.1637, 13.8875)  -0.0068
H (-2.5101, -15.4532, 13.9686)  0.0126
H (-3.5402, -14.9975, 15.3348)  0.0260
H (-3.5346, -14.0349, 13.9092)  0.0224
H (-3.3796, -13.9932, 11.9972)  0.0639
H (-3.0671, -12.4169, 10.3122)  0.1038
H (-4.6538, -12.3116, 8.3600)  0.0798
H (-6.2754, -14.2624, 8.1102)  0.1077
C (-12.3527, -23.4730, 15.1269)  -0.0638
C (-11.0906, -22.9163, 14.5150)  -0.2745
C (-9.8978, -22.7320, 15.2080)  0.0001
C (-8.8409, -22.0524, 14.5647)  -0.2092
C (-7.5848, -21.7335, 15.2896)  -0.0462
C (-8.9100, -21.7791, 13.1901)  -0.0458
C (-10.0408, -22.1151, 12.4832)  -0.2386
C (-10.1078, -21.8840, 11.0297)  -0.0374
C (-11.1169, -22.6565, 13.1640)  -0.0245
C (-7.7425, -20.9777, 12.4878)  -0.6506
O (-6.6278, -21.5396, 12.3452)  -0.0768
O (-8.0406, -19.7878, 12.2111)  -0.1701
H (-12.1555, -24.3440, 15.7914)  0.0861
H (-13.0527, -23.8010, 14.4233)  0.0387
H (-12.9476, -22.7290, 15.6770)  0.0797
H (-9.8514, -22.8667, 16.2599)  0.0975
H (-7.6327, -21.8964, 16.3587)  0.0693
H (-7.3585, -20.6688, 15.1561)  0.0884
H (-6.7798, -22.3553, 14.8442)  0.0925
H (-9.8212, -20.8629, 10.8197)  0.0700
H (-11.1145, -22.0193, 10.6721)  0.0658
H (-9.3885, -22.5663, 10.4431)  0.1248
H (-12.0299, -22.8737, 12.6449)  0.1053

Cartesian forces (eV/Å) of the 2 atoms listed first:
-0.156 -0.146 0.256
0.970 0.538 -0.416